Computed, not measured: a structure of composition C35H32IrN5O2, with wB97M-V/def2-TZVPD.

HOMO-LUMO gap (alpha / beta) in eV: 5.1 / 6.1
ΔE to the lowest compared entry with this formula, charge and spin in eV: 0.0684
Spin multiplicity: 6
Net charge: +1
LUMO level (alpha / beta) in eV: -3.0 / -4.5
DFT total energy in eV: -51189.283

```
75
C35H32IrN5O2 (wB97M-V/def2-TZVPD)
Ir -0.3059 -0.3846 1.0030
O 3.0656 -0.9195 1.0964
O 0.3026 0.5655 -2.3918
N -0.2576 1.7411 1.7898
N -0.2727 -2.5405 2.0992
N 0.8994 -0.3336 2.9018
N -1.4149 -1.5198 -0.5141
N 1.4307 -0.0426 -0.3300
C 0.6079 -5.0846 2.7217
C 1.2876 -3.9715 3.1810
C 5.2670 -0.6979 -2.8328
C 0.6646 2.0069 2.7274
C 2.6412 -0.0447 -2.2850
C -0.5521 -4.9066 1.9857
C 3.4965 -0.4911 -1.2577
C 3.0992 0.0830 -3.6032
C -1.6923 1.9829 -1.9415
C -2.1291 4.2015 -2.8826
C -1.9712 -3.0148 -2.1578
C 2.5287 -1.4398 4.2138
C 2.7253 -0.5070 -0.0187
C -0.8920 4.0387 1.7677
C 0.5335 -2.7362 -1.5121
C 2.5171 0.9409 4.0683
C 1.4036 0.2065 -1.6543
C -2.7618 -1.5380 -0.6713
C -1.0122 2.7342 1.3280
C -0.9536 -3.6150 1.7014
C -3.6703 -0.7218 0.1601
C -3.1300 -2.4677 -1.7016
C -3.6695 3.3555 -1.0987
C 1.4491 -1.4601 3.3471
C 0.0678 4.3248 2.7227
C -0.9060 -2.4156 -1.4001
C 0.8513 3.2948 3.2081
C 4.8180 -0.8240 -1.5309
C -3.6433 2.2585 -3.3572
C 4.4134 -0.2491 -3.8564
C 1.4001 0.8465 3.2549
C 3.0820 -0.2215 4.5555
C -2.7784 2.9419 -2.2807
C 0.8148 -2.7055 2.8622
C -0.7064 1.2967 -1.9961
H -4.0910 1.3385 -2.9751
H -4.4420 2.9314 -3.6768
H -4.6440 3.6725 -1.4707
H -3.1007 -0.0510 0.8001
H 2.4431 0.4282 -4.3935
H 2.9556 -2.3558 4.5941
H -1.4257 4.6522 -2.1794
H -3.8308 2.5394 -0.3971
H 4.7993 -0.1632 -4.8650
H 0.9509 -2.2868 -2.4203
H -4.2994 -1.3606 0.7865
H -2.9023 4.9349 -3.1278
H -4.1362 -2.6803 -2.0331
H -1.5826 3.9509 -3.7918
H -1.8462 -3.7517 -2.9370
H 3.9535 -0.1771 5.1958
H -4.3425 -0.1439 -0.4765
H -1.7247 2.4686 0.5644
H 1.5971 3.4857 3.9675
H -1.1317 -5.7488 1.6315
H -1.5396 4.8064 1.3686
H 0.6692 -3.8162 -1.6027
H 2.1789 -4.0894 3.7799
H 5.4694 -1.1689 -0.7366
H -3.2416 4.1992 -0.5552
H 1.0938 -2.3643 -0.6582
H 0.9738 -6.0789 2.9445
H 6.2939 -0.9468 -3.0731
H -1.8603 -3.4313 1.1389
H 2.9527 1.9009 4.3090
H -3.0341 2.0061 -4.2252
H 0.1967 5.3335 3.0933
```

Atomic partial charges in e from the Löwdin method, atoms 1 to 2: atom 1 (Ir): 1.345, atom 2 (O): 0.028

Computed, not measured: the molecule C20H18N2O2 at a distorted geometry, with wB97M-V/def2-TZVPD.

HOMO-LUMO gap in eV: 8.4
ΔE to the lowest compared entry with this formula, charge and spin in eV: 2.6099
SMILES: C/C(=C/c1ccc(Cc2cccnc2)n1-c1ccccc1)C(=O)O
Net charge: 0
LUMO level in eV: 0.6
DFT total energy in eV: -28106.595

```
42
C20H18N2O2 (wB97M-V/def2-TZVPD)
O -4.5166 0.1979 0.4313
O -5.6475 -0.9543 -1.1147
N -0.4527 0.4439 0.2016
N 4.3678 1.2208 0.0438
C -2.1267 -1.4247 -0.2155
C -1.5739 -0.0495 -0.4282
C -3.8267 -3.2407 -0.1995
C -3.4709 -1.7615 -0.2523
C 0.1484 -0.5785 2.3414
C 2.1695 -1.9023 2.5067
C 2.5078 2.1865 -1.7865
C 1.0556 -1.3026 3.1293
C 0.8870 2.7323 0.0019
C 4.5959 1.1556 -1.2809
C -1.1919 2.0615 -1.1814
C 1.5660 -0.9068 0.4092
C 3.6707 1.6233 -2.2127
C -4.5878 -0.7728 -0.2844
C -2.0222 0.8969 -1.3076
C -0.2062 1.7446 -0.2716
C 3.1811 1.7235 0.4557
C 2.2207 2.2197 -0.4247
C 0.3978 -0.3952 0.9734
C 2.4176 -1.7046 1.1169
H 2.9132 1.6330 1.5005
H 5.5566 0.7439 -1.6414
H -0.7337 -0.1327 2.7516
H 0.8808 -1.4845 4.2010
H 0.6963 3.6960 -0.4933
H -4.2932 -3.5444 -1.1654
H 1.7498 -0.7741 -0.6555
H -6.1366 -0.1131 -0.9894
H 3.9161 1.5426 -3.2670
H -2.8662 0.8328 -1.9939
H -4.4705 -3.4559 0.6264
H 3.2544 -2.1729 0.6337
H -1.2815 3.0165 -1.7190
H -2.9203 -3.8473 -0.0519
H -1.3891 -2.2039 -0.1088
H 1.7907 2.6128 -2.5086
H 0.9753 2.9485 1.0674
H 2.7952 -2.5105 3.1625
```

Atomic partial charges in e from the natural (NBO) method, atoms 1 to 2: atom 1 (O): -0.580, atom 2 (O): -0.676

Computed, not measured: a structure of composition C8H11N4S at a distorted geometry, with wB97M-V/def2-TZVPD.

HOMO-LUMO gap in eV: 9.0
ΔE to the lowest compared entry with this formula, charge and spin in eV: 1.6929
Net charge: +1
LUMO level in eV: -3.7
DFT total energy in eV: -25261.115

```
24
C8H11N4S (wB97M-V/def2-TZVPD)
S -1.1225 -1.9341 0.0178
N -4.4989 0.0801 0.0434
N 1.7697 -1.7636 -0.1122
N 0.7290 0.3782 -0.1777
N -1.8107 0.6075 0.0414
C 3.1446 -1.2929 0.0194
C -2.2806 -0.6476 -0.0578
C -3.6748 -0.8971 -0.1132
C 2.0645 1.0123 -0.2332
C -2.6571 1.5859 0.1318
C 3.1786 0.1806 0.4296
C -4.0588 1.3041 0.0377
C 0.7598 -0.9013 -0.0645
H -0.4880 0.8638 -0.0892
H 2.1895 1.1486 -1.3597
H 4.1248 0.8709 0.2845
H -2.1758 2.6027 -0.0311
H 3.4738 -1.3780 -1.0268
H 2.8636 0.3738 1.5710
H 3.6327 -1.9142 0.7572
H -3.8630 -1.8872 -0.0827
H 1.5466 -2.6448 -0.3487
H 1.9723 2.0553 0.1816
H -4.8191 2.1970 0.1814
```

Atomic partial charges in e from the natural (NBO) method, atoms 1 to 2: atom 1 (S): 0.240, atom 2 (N): -0.322

Computed, not measured: a structure of composition C3H8HoO3 at a distorted geometry, with wB97M-V/def2-TZVPD.

HOMO-LUMO gap (alpha / beta) in eV: 5.1 / 5.0
Spin multiplicity: 6
Net charge: +2
LUMO level (alpha / beta) in eV: -11.7 / -11.8
DFT total energy in eV: -35159.399

```
15
C3H8HoO3 (wB97M-V/def2-TZVPD)
Ho -3.2213 -0.8225 -2.0015
O -4.9835 -2.0111 -2.1863
O -1.1581 -0.0059 -0.9627
O 1.3031 0.2996 -0.0784
C 0.2914 0.3729 0.8992
C 2.5022 -0.2897 0.3691
C -0.9461 0.8516 0.1773
H -1.8299 0.7970 0.8209
H 0.5496 1.0836 1.7028
H 2.3285 -1.3226 0.7142
H 2.9421 0.2941 1.1936
H 0.1231 -0.6209 1.3499
H -0.8206 1.8788 -0.1868
H -0.2791 -0.2019 -1.3347
H 3.1988 -0.3032 -0.4766
```

Atomic partial charges in e from the natural (NBO) method, atoms 1 to 2: atom 1 (Ho): 2.573, atom 2 (O): -0.644